The following is a DFT calculation (wB97M-V/def2-TZVPD) of the molecule CH3BrCl2OSi.

The geometry in XYZ format:
```
9
Properties=species:S:1:pos:R:3:mulliken_charge:R:1
C 0.292 -0.362 1.346 -0.80
O 0.654 0.456 0.335 -0.34
Si -0.148 0.480 -1.296 0.71
Cl -0.243 2.388 -1.747 -0.16
Cl 0.923 -0.503 -2.674 -0.19
Br -1.955 -0.650 -0.962 -0.20
H -0.734 -0.306 1.565 0.36
H 0.840 -0.106 2.271 0.25
H 0.372 -1.397 1.163 0.37
```

Results
SMILES string   CO[Si](Cl)(Cl)Br
Multiplicity   1
E   -3899.19714 a.u.
Energy relative to the best compared isomer or geometry (same formula, charge and spin)   32.27 kJ/mol
Max |F|   5.42 eV/A
Total charge   0
Gap between HOMO and LUMO   0.398 Eh